Entry 1:
8
Properties=species:S:1:pos:R:3 method="wB97M-V/def2-TZVPD" largest_force_ha_per_bohr=0.1762 e_homo_ev="-28.3 / -28.3" lumo_ha="-0.8549 / -0.8548" charge=+4 homo_lumo_gap_ev="5.0 / 5.0"
Li -3.705 0.037 0.905
O -1.030 -0.605 0.026
H -1.220 -1.579 -0.538
O 1.096 -0.152 0.151
O -2.388 -0.715 -0.297
C -0.023 0.262 0.056
F -0.364 1.420 -0.318
Bi 3.073 0.160 -0.119



Entry 2:
7
Properties=species:S:1:pos:R:3 method="wB97M-V/def2-TZVPD" largest_force_ha_per_bohr=0.0427 e_homo_ev="-9.2 / -9.2" lumo_ha="-0.1209 / -0.1207" charge=0 relative_energy_ev=2.8810 homo_lumo_gap_ev="5.9 / 5.9"
C -0.567 -0.421 -0.241
P 0.215 0.568 1.146
Cl -0.198 2.373 0.508
Cl 3.321 0.165 -0.187
Br -2.336 -0.732 0.587
Br 0.311 -2.083 -0.645
H -0.746 0.130 -1.167



Entry 3:
6
Properties=species:S:1:pos:R:3 method="wB97M-V/def2-TZVPD" largest_force_ha_per_bohr=0.0802 e_homo_ev=-9.5 lumo_ha=-0.0246 charge=0 relative_energy_ev=4.8359 homo_lumo_gap_ev=8.8
C 0.753 0.976 -0.065
O -1.926 -1.053 -0.393
F 0.561 1.621 1.066
Br -0.521 -1.266 0.731
Br 2.453 0.421 -0.138
H -1.320 -0.699 -1.201